[1]
{"formula": "C33H50N5OReS", "method": "ωB97M-V/def2-TZVPD", "elements": ["C", "H", "C", "H", "H", "H", "S", "H", "H", "N", "H", "H", "H", "H", "C", "C", "C", "H", "H", "C", "C", "C", "C", "H", "H", "H", "H", "Re", "H", "H", "N", "H", "H", "H", "C", "C", "C", "C", "H", "C", "H", "H", "C", "C", "C", "H", "C", "C", "O", "N", "H", "H", "H", "H", "C", "H", "C", "H", "C", "H", "C", "H", "C", "H", "H", "N", "H", "C", "C", "H", "C", "C", "N", "C", "H", "H", "H", "H", "H", "H", "H", "H", "H", "H", "H", "C", "C", "H", "C", "C", "H"], "xyz": [[-0.58870, 3.82515, -1.20418], [-1.32796, 5.61381, -1.90661], [-5.51407, 0.80878, 0.83843], [4.16311, -2.96610, -0.54143], [1.03102, -2.92054, 1.49509], [-2.65251, -1.41292, -4.07059], [-1.30594, -0.32957, 2.07693], [3.47452, 2.03176, -0.27612], [-4.72309, 1.18655, -1.11837], [-0.07956, 2.64824, -1.53887], [0.50934, -1.96835, -4.65166], [4.76470, -1.37055, -0.08191], [4.61454, -2.63211, 1.12546], [-0.86803, -3.05195, -4.87309], [-2.94839, 0.10303, 1.53156], [1.89703, -1.40728, -0.60934], [-1.47492, -2.00090, 2.58457], [-0.01209, 2.54576, -2.54643], [-1.11100, -3.92384, -1.85309], [-0.91656, -2.04538, -2.96702], [-1.84088, -0.95323, -3.50857], [4.15042, -2.20349, 0.23740], [1.85784, -0.05967, -1.35486], [-0.93934, 4.46091, -3.10988], [0.46666, -3.53299, -3.81758], [0.57221, 2.08562, 2.09929], [-6.03028, 0.33006, 2.86772], [0.28203, 1.03740, -0.38351], [-1.33248, -3.75332, 5.45845], [2.89407, 0.28305, 1.26536], [-0.72763, 4.22748, 0.09382], [-1.11320, 5.15094, 0.21922], [3.46023, -0.91895, 2.41925], [4.43211, 0.55697, -0.15109], [-0.25103, 3.62387, 1.25402], [4.01660, 1.27238, -0.84857], [2.69345, -0.70492, 1.67480], [-4.50098, 0.87655, -0.10624], [4.19989, -1.25608, -2.17131], [-0.79900, 5.73436, 2.38425], [-1.94486, -5.55720, 3.89186], [2.61706, -3.29226, 2.17078], [-5.23812, 0.38890, 2.13437], [2.74915, 1.78528, -2.88011], [0.32102, 3.81891, 3.58114], [2.22228, 2.59887, -2.37676], [2.70015, -1.81699, 0.60937], [-3.20234, 0.52518, 0.23742], [-0.47329, -0.42622, 0.72355], [0.20228, 2.38693, 1.20560], [-0.97170, 6.00932, 3.41931], [0.72118, -3.21980, -0.84858], [-1.95786, -2.77678, 0.63243], [-6.52588, 1.07321, 0.56392], [-1.46895, -3.53726, 4.40815], [-0.99119, -1.45038, 4.61616], [-1.81960, -3.00212, 1.68171], [-2.42141, 0.54249, -0.51596], [-1.81029, -4.54929, 3.52319], [4.85508, 1.76901, -1.33605], [-1.73529, -3.12909, -2.25956], [-2.41506, -3.58691, -2.97724], [0.16868, -1.49509, -2.11519], [1.37603, 3.58670, 3.42419], [3.67299, 2.21533, -3.26515], [-0.27748, 4.36124, 2.35550], [-0.08762, 6.44177, 1.95470], [3.11704, 0.64696, -1.91766], [-3.94874, 0.03008, 2.49330], [0.56450, 0.37612, -3.13091], [-1.97868, -4.28655, 2.16465], [0.93275, -2.21102, -1.16066], [-0.99597, 4.68799, -2.12918], [-0.13671, -2.68948, -4.15052], [2.18067, 1.44811, -3.74699], [-2.34443, -2.70340, -1.45900], [4.75589, 0.05628, -3.19806], [3.24417, -0.76710, -3.56852], [1.73301, -0.68251, 2.19527], [-1.32166, -0.27595, -4.18670], [2.17576, -3.94434, 0.60436], [-2.28571, -0.37095, -2.69796], [-0.21861, 2.93163, 3.91852], [0.24984, 4.56888, 4.36061], [-2.24392, -5.08786, 1.48881], [2.08252, -3.06940, 1.24770], [0.67235, -0.15763, -2.19515], [-3.74079, -0.30893, 3.50102], [-1.28438, -2.24347, 3.93986], [3.87190, -0.40124, -2.75372], [-1.76793, 5.79948, 1.88687]], "atomic_forces_ev_per_a": [[0.1, 0.3, 0.1], [0.0, 0.0, 0.0], [0.0, 0.0, 0.0], [0.0, 0.0, 0.0], [-0.1, 0.0, 0.0], [0.0, 0.0, 0.0], [-0.1, 0.0, 0.2], [0.0, 0.0, 0.0], [0.0, 0.0, 0.0], [-0.2, -0.5, 0.0], [0.0, 0.0, 0.0], [0.0, 0.1, 0.0], [0.0, 0.0, 0.0], [0.0, 0.0, 0.0], [0.1, -0.1, 0.0], [-0.2, -0.2, 0.0], [0.1, 0.2, -0.1], [-0.1, -0.1, 0.0], [0.0, 0.0, 0.0], [0.1, 0.0, -0.1], [0.0, 0.0, 0.0], [-0.1, 0.0, 0.0], [-0.3, 0.6, 0.1], [0.0, 0.0, 0.0], [0.0, 0.0, 0.0], [0.0, 0.0, 0.0], [0.0, 0.0, 0.0], [0.3, -0.5, 0.5], [0.0, 0.0, 0.0], [0.0, 0.0, 0.0], [0.0, 0.0, -0.1], [0.0, 0.0, 0.0], [0.0, 0.0, 0.0], [0.0, -0.1, 0.1], [0.1, 0.1, -0.1], [-0.1, 0.0, 0.0], [0.0, 0.0, 0.0], [0.0, 0.0, 0.0], [0.0, 0.0, 0.1], [0.0, 0.0, 0.0], [0.0, 0.0, 0.0], [0.0, 0.0, 0.0], [0.0, 0.0, 0.0], [0.0, 0.1, 0.0], [0.0, 0.0, 0.0], [0.0, 0.0, 0.0], [0.0, 0.0, 0.0], [0.1, 0.0, -0.1], [-0.1, 0.4, -0.7], [0.1, -0.1, 0.1], [0.0, 0.0, 0.0], [0.0, 0.0, 0.0], [0.0, 0.0, 0.0], [0.0, 0.0, 0.0], [0.0, 0.0, 0.0], [0.0, 0.0, 0.0], [-0.1, 0.0, 0.0], [0.0, 0.0, 0.0], [0.0, 0.0, 0.1], [0.0, 0.0, 0.0], [0.0, 0.0, 0.0], [0.0, 0.0, 0.0], [0.0, 0.3, 0.1], [0.0, 0.0, 0.0], [0.0, 0.0, 0.0], [0.0, -0.1, -0.1], [0.0, 0.0, 0.0], [0.0, 0.0, -0.1], [0.0, 0.1, 0.0], [-0.1, 0.0, 0.1], [0.0, 0.0, -0.1], [0.3, 0.0, 0.1], [0.1, -0.1, 0.1], [0.0, 0.0, 0.0], [0.0, 0.0, 0.0], [0.0, 0.0, 0.0], [0.0, 0.0, 0.0], [0.0, 0.0, 0.0], [0.0, 0.0, 0.0], [0.0, 0.0, 0.0], [0.0, 0.0, 0.0], [0.0, 0.0, 0.0], [0.0, 0.0, 0.0], [0.0, 0.0, 0.0], [0.0, 0.0, 0.0], [0.0, 0.0, 0.0], [0.1, -0.3, -0.3], [0.0, 0.0, 0.0], [0.1, 0.0, 0.0], [0.0, 0.0, 0.0], [0.0, 0.0, 0.0]], "lowdin_spin": [0.005, 0.000, 0.000, 0.000, 0.000, 0.000, 0.012, 0.001, 0.000, 0.001, 0.000, 0.000, 0.000, 0.000, 0.001, 0.003, 0.000, 0.000, 0.000, -0.001, 0.001, 0.000, -0.020, 0.000, 0.000, 0.000, 0.000, 0.876, 0.000, 0.000, 0.001, 0.000, 0.000, 0.000, 0.013, 0.000, 0.001, 0.001, 0.000, 0.002, 0.000, 0.000, 0.000, 0.000, 0.001, 0.000, 0.001, 0.004, 0.045, 0.017, 0.000, 0.000, 0.000, 0.000, 0.000, 0.000, 0.000, 0.005, 0.000, 0.000, 0.000, 0.000, -0.003, 0.001, 0.000, 0.022, 0.001, -0.004, 0.000, 0.001, 0.000, 0.000, 0.004, -0.003, 0.000, 0.000, 0.000, 0.000, 0.000, 0.000, 0.000, 0.001, 0.000, 0.000, 0.000, 0.000, 0.012, 0.000, 0.000, -0.002, 0.000], "charge": 3, "s_squared": 0.78, "homo_ha": [-0.617, -0.608], "spin_multiplicity": 2, "lumo_energy_ev": [-9.8, -9.5]}

=====

[2]
{"formula": "C33H50N5OReS", "method": "ωB97M-V/def2-TZVPD", "elements": ["C", "C", "H", "C", "C", "H", "C", "H", "C", "H", "H", "C", "H", "H", "H", "C", "H", "H", "H", "H", "C", "H", "C", "H", "C", "H", "C", "H", "H", "C", "H", "N", "C", "H", "H", "H", "H", "C", "N", "C", "C", "H", "Re", "C", "C", "H", "H", "C", "C", "H", "H", "N", "N", "H", "C", "H", "H", "H", "C", "H", "H", "H", "C", "H", "C", "H", "H", "H", "H", "C", "H", "H", "H", "C", "C", "C", "H", "C", "H", "H", "H", "H", "H", "S", "H", "C", "N", "C", "O", "H", "C"], "xyz": [[3.79592, 0.66822, -1.34254], [-2.39695, 0.78606, 0.81140], [0.50212, -5.84674, 1.40903], [-0.15232, -5.38164, 2.15003], [-0.75440, 2.07978, -0.07969], [0.04140, -0.40706, 3.83681], [5.04176, 0.13560, -1.03813], [-0.10738, 3.23049, 3.80887], [1.38523, 0.77242, -6.35287], [4.59977, -3.00897, -2.23877], [-4.21141, 0.40945, -2.80935], [-2.65435, 1.80724, 3.85801], [-0.37104, -2.11608, -6.06309], [1.50190, 0.88554, 2.98454], [-2.95416, -0.56331, -2.04993], [-3.80153, 2.73525, -1.32599], [3.86505, -1.47596, 1.26070], [2.39024, -2.06657, -2.82204], [1.86156, 2.86201, -0.03100], [-4.47410, 2.87369, -2.17222], [-0.57822, 0.41264, 4.21254], [0.41329, -5.06147, 3.02589], [-2.00150, 1.93310, -2.87656], [-0.09168, -1.59594, -3.65898], [-2.64044, -0.61760, 3.36549], [0.84723, 4.26679, 0.36718], [1.89217, -1.97710, 1.20739], [6.29427, -1.59905, -1.12890], [-2.57392, -5.48019, 1.41224], [4.36213, -1.98706, -1.97528], [-4.31763, 0.06533, -1.09497], [1.07175, -3.07416, 1.37318], [-0.29729, -3.11773, 1.26495], [-2.67435, 2.22480, -3.68193], [0.04533, 1.28951, 4.34577], [2.65320, 1.53848, 1.80459], [-0.16399, 2.63770, -0.78649], [0.17119, -1.23038, -5.76259], [1.42019, -0.82722, 0.82167], [1.49300, 3.49302, 0.78286], [-2.34296, -4.42197, 1.35508], [2.13926, -0.11278, 0.82309], [-0.48917, -0.18340, 0.22231], [1.54241, 1.08227, -5.01152], [2.85267, -0.13652, -1.97627], [-4.40667, 2.52486, -0.44309], [-2.91550, -3.89927, 2.12299], [0.22698, 3.69004, 2.88448], [-0.39015, 1.89185, 1.27880], [3.53079, -3.04872, 1.86180], [-1.41969, 1.07598, -3.23488], [-0.97563, -2.04654, 0.83287], [3.18363, -2.18936, 1.46787], [1.01285, 4.40030, 3.14085], [3.12243, -1.46426, -2.30034], [3.57855, 1.70898, -1.13131], [5.79823, 0.75761, -0.57916], [-0.60192, 4.25263, 2.45291], [1.87922, 1.79856, 2.53520], [-2.09316, -1.49036, 3.00622], [-1.97125, -2.22653, 0.86826], [-3.32547, 0.25559, 0.93540], [-3.62025, 0.29259, -1.90194], [-3.55473, 1.93802, 3.25655], [-1.78319, 0.65484, 3.30779], [0.57010, -0.60696, -7.77298], [-2.96299, 1.55899, 4.87379], [2.38356, 2.36869, 3.31534], [-0.86426, -6.13047, 2.47829], [-1.99001, 1.43757, -0.38913], [2.05673, 1.98792, -4.71373], [-2.89570, -0.80884, 4.40695], [1.78186, 1.43823, -7.10606], [-2.83067, 1.57673, -1.63844], [0.33016, -0.94793, -4.41491], [-1.44752, 1.05836, 1.86634], [-0.93659, 0.12321, 5.20008], [1.02599, 0.20261, -4.06852], [-3.26496, 3.67102, -1.16421], [-1.33721, 2.78229, -2.70373], [1.52937, -3.94877, 1.58425], [2.35509, 3.99210, 1.22365], [-2.12393, 2.75460, 3.88900], [1.31938, 0.64574, -2.38323], [-2.62640, -4.07823, 0.36033], [5.31806, -1.18880, -1.35098], [-0.89687, -4.25348, 1.56914], [0.70067, -0.37775, -6.72431], [0.18592, -0.17741, -1.62893], [-3.58380, -0.52857, 2.82886], [0.79467, 2.67183, 1.87738]], "atomic_forces_ev_per_a": [[-0.1, 0.1, -0.1], [0.1, 0.0, -0.1], [0.0, 0.0, 0.0], [0.0, 0.0, 0.0], [-0.3, 0.0, 0.0], [0.0, 0.0, 0.0], [0.0, -0.1, 0.1], [0.0, 0.0, 0.0], [0.0, 0.0, 0.0], [0.0, 0.0, 0.0], [0.0, 0.0, 0.0], [0.0, 0.0, 0.0], [0.0, 0.0, 0.0], [0.0, 0.0, 0.0], [0.0, 0.0, 0.0], [0.0, 0.0, 0.0], [0.0, 0.0, 0.0], [0.0, 0.0, 0.0], [0.0, 0.0, 0.0], [0.0, 0.0, 0.0], [0.0, 0.0, 0.0], [0.0, 0.0, 0.0], [0.1, -0.1, 0.0], [0.0, 0.0, 0.0], [0.0, 0.0, 0.0], [0.0, 0.0, 0.0], [-0.1, 0.0, 0.0], [0.0, 0.0, 0.0], [0.0, 0.0, 0.0], [-0.1, 0.0, 0.0], [0.0, 0.0, 0.0], [-0.1, 0.0, 0.0], [0.1, -0.1, 0.0], [0.0, 0.0, 0.0], [0.0, 0.0, 0.0], [0.0, 0.0, 0.0], [0.0, 0.0, 0.0], [0.0, 0.0, 0.1], [0.0, -0.1, 0.1], [0.0, 0.0, 0.0], [0.0, 0.0, 0.0], [0.0, 0.0, 0.0], [0.4, 0.0, 0.1], [0.0, 0.0, 0.0], [0.0, -0.1, 0.1], [0.0, 0.0, 0.0], [0.0, 0.0, 0.0], [0.0, 0.0, 0.0], [0.0, 0.0, -0.1], [0.0, 0.0, 0.0], [-0.1, 0.2, 0.1], [-0.3, 0.2, -0.1], [0.0, 0.0, 0.0], [0.0, 0.0, 0.0], [0.0, 0.0, 0.0], [0.0, 0.0, 0.0], [0.0, 0.0, 0.0], [0.0, 0.0, 0.0], [0.0, 0.0, 0.0], [0.0, 0.0, 0.0], [0.0, 0.0, 0.0], [0.0, 0.0, 0.0], [0.0, 0.0, 0.0], [0.0, 0.0, 0.0], [0.0, 0.0, 0.0], [0.0, 0.0, 0.0], [0.0, 0.0, 0.0], [0.0, 0.0, 0.0], [0.0, 0.0, 0.0], [-0.1, 0.1, 0.2], [0.0, 0.0, 0.0], [0.0, 0.0, 0.0], [0.0, 0.0, 0.0], [0.0, 0.0, 0.0], [0.0, -0.1, 0.0], [0.2, -0.1, -0.2], [0.0, 0.0, 0.0], [0.0, 0.0, 0.1], [0.0, 0.0, 0.0], [0.0, 0.0, 0.0], [0.0, 0.0, 0.0], [0.0, 0.0, 0.0], [0.0, 0.0, 0.0], [0.0, 0.0, -0.1], [0.0, 0.0, 0.0], [0.0, 0.0, 0.0], [0.1, 0.0, 0.0], [0.0, 0.0, 0.0], [0.2, 0.0, 0.0], [0.0, 0.0, 0.0], [0.0, 0.0, 0.0]], "lowdin_spin": [0.003, 0.001, 0.000, 0.000, 0.001, 0.000, 0.000, 0.000, 0.000, 0.000, 0.000, -0.001, 0.000, 0.000, 0.003, 0.005, 0.000, 0.000, 0.000, 0.001, 0.001, 0.000, 0.000, 0.000, 0.000, 0.000, 0.019, 0.000, 0.000, 0.000, 0.000, 0.004, 0.000, 0.000, 0.000, 0.000, 0.000, 0.000, 0.022, 0.000, 0.000, -0.001, 0.805, 0.000, 0.005, 0.000, 0.000, -0.001, -0.004, 0.001, 0.000, 0.004, 0.017, 0.000, 0.002, 0.000, 0.000, 0.000, -0.001, 0.000, 0.002, 0.000, 0.005, 0.000, 0.003, 0.000, 0.000, 0.000, 0.000, 0.033, 0.000, 0.000, 0.000, 0.009, 0.000, 0.002, 0.000, -0.001, 0.000, 0.000, 0.000, 0.000, 0.000, 0.009, 0.000, 0.002, -0.002, 0.000, 0.054, 0.000, -0.001], "charge": 3, "s_squared": 0.76, "homo_ha": [-0.622, -0.622], "spin_multiplicity": 2, "lumo_energy_ev": [-9.7, -9.6]}

=====

| no. | maximum force (eV/Å) |
| --- | --- |
| 1 | 0.8 |
| 2 | 0.4 |